44
Properties=species:S:1:pos:R:3:lowdin_charge:R:1 method="wB97M-V/def2-TZVPD" homo_lumo_gap_ev=8.441 max_force_ev_per_a=5.5 relative_energy_kj_mol=475.95 charge=0 e_tot_ha=-1299.77882
C 0.77 2.52 -1.14 -0.075
C 0.70 0.99 -0.83 -0.360
N 0.07 0.72 0.51 0.058
C -0.10 0.21 -1.94 -0.249
C 0.52 0.07 -3.31 -0.623
S 0.61 1.35 -4.55 0.684
H 1.86 2.75 -1.14 0.098
H 0.00 3.15 -0.55 0.095
H 0.46 2.89 -2.14 0.025
H 1.70 0.59 -0.73 0.098
H -0.38 1.51 0.88 0.054
H -0.34 -0.17 0.51 0.017
H -0.29 -0.91 -1.68 0.120
H -1.12 0.63 -1.87 0.110
H 1.63 -0.17 -3.06 0.100
H -0.02 -0.88 -3.77 0.112
H 0.88 2.37 -3.68 -0.162
O -0.59 -3.64 0.92 -0.114
H -0.17 -2.97 1.55 0.062
H -1.55 -3.86 1.17 0.088
O 3.13 -0.97 0.61 -0.060
H 3.09 -0.66 1.58 0.069
H 2.39 -1.47 0.48 -0.075
O -1.65 -2.24 2.98 -0.086
H -0.73 -2.47 3.39 0.101
H -1.73 -1.31 3.19 0.014
O -2.43 -1.40 0.42 -0.019
H -1.49 -1.17 0.55 0.004
H -2.43 -2.21 0.83 -0.048
O 1.34 -3.15 -1.05 -0.101
H 2.10 -3.60 -0.73 0.018
H 0.46 -3.63 -0.74 0.070
O 1.39 -0.57 2.61 -0.085
H 0.86 -0.17 3.35 0.030
H 0.72 -0.26 2.01 -0.037
O -3.68 1.57 0.55 -0.083
H -3.71 1.52 -0.41 0.031
H -3.64 0.64 0.88 0.022
O 0.71 3.63 1.46 -0.104
H 1.27 2.90 1.55 -0.003
H 1.15 4.43 0.97 0.115
O -0.81 0.66 4.14 -0.047
H -0.22 0.82 4.87 0.046
H -1.57 1.29 4.07 0.091